a.
Computed, not measured: C3H5NS in the gas phase, with ωB97M-V/def2-TZVPD.

As for the charge: 0. Its structure (SMILES) is C1=NSCC1. The spin multiplicity is 1. Its orbital gap is 9.646 eV.

Each line ends with the natural charge from an NBO analysis.
Atoms and positions in Å:
C (-0.038, 0.966, 0.935)  0.097
N (0.260, 0.135, 1.729)  -0.538
S (0.392, -1.458, 1.188)  0.406
C (0.407, -0.984, -0.583)  -0.568
C (-0.419, 0.416, -0.435)  -0.474
H (0.118, 2.037, 1.073)  0.190
H (1.361, -0.905, -1.149)  0.219
H (-0.289, -1.538, -1.206)  0.228
H (-0.340, 1.204, -1.225)  0.222
H (-1.452, 0.126, -0.327)  0.218

b.
Computed, not measured: C3H5NS in the gas phase, with ωB97M-V/def2-TZVPD.

As for the charge: 0. Its structure (SMILES) is C1=CSNC1. The spin multiplicity is 1. Its orbital gap is 9.192 eV.

Each line ends with the natural charge from an NBO analysis.
Atoms and positions in Å:
C (-0.367, 0.933, 0.240)  -0.243
C (0.441, 0.615, 1.224)  -0.284
S (1.644, -0.841, 0.598)  0.331
N (0.372, -1.307, -0.450)  -0.751
C (-0.345, -0.149, -0.854)  -0.247
H (-0.947, 1.749, 0.159)  0.214
H (0.645, 1.138, 2.146)  0.217
H (-0.224, -2.041, -0.096)  0.375
H (-1.298, -0.366, -1.106)  0.203
H (0.082, 0.268, -1.860)  0.185

c.
Computed, not measured: 2 unconnected molecules or ions with the total composition C3H5NS, with ωB97M-V/def2-TZVPD.

As for the charge: 0. The spin multiplicity is 1. Its orbital gap is 8.831 eV.

Each line ends with the natural charge from an NBO analysis.
Atoms and positions in Å:
C (0.530, 0.837, 0.149)  -0.567
C (-0.179, -0.241, -0.665)  -0.494
C (-1.720, -0.331, -0.437)  0.229
H (1.580, 1.147, -0.307)  0.240
H (0.591, 0.521, 1.248)  0.194
H (0.073, 1.766, 0.207)  0.226
H (0.287, -0.146, -1.738)  0.289
H (1.070, -0.782, 1.373)  0.146
N (-2.753, -0.946, 0.248)  -0.273
S (0.520, -1.826, -0.078)  0.008

d.
Computed, not measured: C3H5NS in the gas phase, with ωB97M-V/def2-TZVPD.

As for the charge: 0. Its structure (SMILES) is S=C[C@@H]1CN1. The spin multiplicity is 1. Its orbital gap is 8.335 eV.

Each line ends with the natural charge from an NBO analysis.
Atoms and positions in Å:
S (2.859, -0.191, -0.104)  0.026
C (1.268, 0.236, 0.232)  -0.227
C (0.071, -0.500, -0.487)  -0.151
C (-1.104, 0.420, -0.320)  -0.267
N (-0.955, -0.816, 0.387)  -0.524
H (1.011, 0.720, 1.084)  0.161
H (0.263, -1.240, -1.192)  0.224
H (-0.884, 1.525, 0.019)  0.208
H (-1.936, 0.351, -1.015)  0.213
H (-0.593, -0.504, 1.397)  0.337

So which one wins? Going from most stable to least: a, b, d, c.

a.
Computed, not measured: C3H5NS in the gas phase, with ωB97M-V/def2-TZVPD.

As for the charge: 0. The spin multiplicity is 1. Its orbital gap (spin up / spin down) is 8.297 / 7.523 eV.

Each line ends with the natural charge from an NBO analysis.
Atoms and positions in Å:
C (0.863, -0.542, -0.013)  -0.344
C (0.301, -1.653, 0.145)  -0.106
C (0.266, 0.839, -0.304)  -0.252
N (-0.966, 0.987, 0.407)  -0.687
S (-2.066, -0.162, -0.066)  0.098
H (1.880, -0.363, 0.129)  0.226
H (-0.504, -2.369, -0.048)  0.242
H (0.985, 1.609, -0.188)  0.209
H (0.077, 0.664, -1.463)  0.231
H (-0.837, 0.989, 1.402)  0.381

b.
Computed, not measured: 2 unconnected molecules or ions with the total composition C3H5NS, with ωB97M-V/def2-TZVPD.

As for the charge: 0. The spin multiplicity is 1. Its orbital gap is 8.445 eV.

Each line ends with the natural charge from an NBO analysis.
Atoms and positions in Å:
C (-1.421, -1.516, 0.956)  0.074
C (0.426, -0.416, -0.127)  -0.171
C (0.962, 0.403, -1.285)  -0.776
N (-1.932, -0.634, 1.512)  -0.365
S (1.534, -0.232, 1.153)  0.150
H (-0.722, -2.306, 0.598)  0.256
H (1.168, -1.122, 2.141)  0.119
H (1.974, 0.845, -1.356)  0.201
H (1.033, -0.308, -2.163)  0.253
H (0.174, 1.151, -1.577)  0.259

c.
Computed, not measured: C3H5NS in the gas phase, with ωB97M-V/def2-TZVPD.

As for the charge: 0. The spin multiplicity is 1. Its orbital gap (spin up / spin down) is 5.761 / 5.761 eV.

Each line ends with the natural charge from an NBO analysis.
Atoms and positions in Å:
C (1.082, -0.315, 0.390)  -0.375
C (0.921, 0.484, 1.386)  -0.137
C (-0.034, -0.550, -0.745)  -0.234
N (-1.190, 0.324, -0.679)  -0.674
S (-2.081, 0.102, 0.654)  0.123
H (2.044, -0.839, 0.299)  0.259
H (0.168, 1.254, 1.749)  0.223
H (0.400, -0.346, -1.690)  0.209
H (-0.419, -1.494, -0.603)  0.219
H (-0.891, 1.378, -0.761)  0.388

So which one wins? Going from most stable to least: b, a, c.

a.
Computed, not measured: 2 unconnected molecules or ions with the total composition C3H9N2O2, with ωB97M-V/def2-TZVPD.

As for the charge: -1. The spin multiplicity is 1. Its orbital gap is 8.509 eV.

Each line ends with the natural charge from an NBO analysis.
Atoms and positions in Å:
N (1.738, 1.458, -2.332)  -0.918
C (1.123, 0.645, -1.321)  0.860
O (1.110, 1.106, -0.129)  -0.825
O (0.653, -0.451, -1.736)  -0.820
H (2.465, 2.037, -1.950)  0.358
H (1.959, 0.993, -3.208)  0.361
C (-1.808, 0.087, 0.637)  -0.450
N (-1.376, -1.104, 1.404)  -0.644
C (0.041, -1.048, 1.608)  -0.419
H (-1.420, 0.997, 1.103)  0.196
H (-1.215, 0.131, -0.328)  0.227
H (-2.885, 0.150, 0.442)  0.167
H (-1.614, -1.910, 0.878)  0.335
H (0.622, -1.178, 0.682)  0.215
H (0.344, -1.863, 2.259)  0.155
H (0.263, -0.052, 1.991)  0.202

b.
Computed, not measured: 2 unconnected molecules or ions with the total composition C3H9N2O2, with ωB97M-V/def2-TZVPD.

As for the charge: -1. The spin multiplicity is 1. Its orbital gap is 7.813 eV.

Each line ends with the natural charge from an NBO analysis.
Atoms and positions in Å:
N (-0.569, -2.403, -0.566)  -0.896
C (-0.567, -1.833, 0.800)  0.118
O (-1.457, -0.790, 0.912)  -0.906
H (-0.211, -3.377, -0.590)  0.325
H (-1.536, -2.437, -0.898)  0.351
H (-0.897, -2.671, 1.502)  0.068
H (0.454, -1.564, 1.099)  0.105
C (1.053, 0.597, -0.690)  0.504
N (-0.025, 1.074, 0.024)  -0.669
C (-0.156, 2.499, 0.366)  -0.424
O (2.064, 1.186, -1.046)  -0.712
H (0.896, -0.475, -0.917)  0.131
H (-0.810, 0.348, 0.354)  0.459
H (0.068, 2.792, 1.399)  0.167
H (-1.201, 2.804, 0.209)  0.180
H (0.561, 3.140, -0.148)  0.199

So which one wins? Going from most stable to least: a, b.

a.
Computed, not measured: 2 unconnected molecules or ions with the total composition C2H2ClN, with ωB97M-V/def2-TZVPD.

As for the charge: 0. The spin multiplicity is 1. Its orbital gap (spin up / spin down) is 8.889 / 7.460 eV.

Each line ends with the natural charge from an NBO analysis.
Atoms and positions in Å:
C (1.212, 1.039, 0.038)  -0.186
C (0.265, 0.283, 0.088)  0.085
N (-0.691, -0.577, 0.450)  -0.444
Cl (-2.214, -0.102, -0.236)  0.132
H (2.000, 1.695, -0.246)  0.242
H (-0.572, -2.339, -0.094)  0.171

b.
Computed, not measured: C2H2ClN in the gas phase, with ωB97M-V/def2-TZVPD.

As for the charge: 0. The spin multiplicity is 1. Its orbital gap is 8.684 eV.

Each line ends with the natural charge from an NBO analysis.
Atoms and positions in Å:
C (2.670, 0.693, 0.014)  0.068
C (0.295, 0.039, -0.008)  -0.166
N (1.549, 0.210, -0.023)  -0.323
Cl (4.106, -0.185, 0.000)  0.030
H (-0.256, -0.009, -0.929)  0.196
H (-0.221, -0.062, 0.930)  0.195

c.
Computed, not measured: 2 unconnected molecules or ions with the total composition C2H2ClN, with ωB97M-V/def2-TZVPD.

As for the charge: 0. The spin multiplicity is 1. Its orbital gap (spin up / spin down) is 7.686 / 7.688 eV.

Each line ends with the natural charge from an NBO analysis.
Atoms and positions in Å:
C (-1.122, -0.242, 1.518)  -0.414
C (-0.561, -0.046, 0.442)  0.000
N (0.729, -0.120, -1.534)  -0.471
Cl (1.118, 1.448, -1.874)  0.256
H (-1.725, -0.476, 2.358)  0.238
H (1.561, -0.563, -0.909)  0.391

So which one wins? Going from most stable to least: b, a, c.

a.
Computed, not measured: 2 unconnected molecules or ions with the total composition C5H13N2O, with ωB97M-V/def2-TZVPD.

As for the charge: 0. The spin multiplicity is 2. Its orbital gap (spin up / spin down) is 10.083 / 9.194 eV.

Each line ends with the natural charge from an NBO analysis.
Atoms and positions in Å:
N (0.594, 1.795, -2.517)  -1.074
C (2.065, -1.843, 0.463)  -0.610
C (0.661, -1.503, 0.908)  -0.299
N (0.101, -0.461, 0.123)  -0.218
C (-2.017, 0.581, -0.494)  -0.614
C (-1.172, -0.012, 0.603)  -0.231
C (-0.954, 1.000, 1.748)  0.453
O (-1.585, 2.012, 1.875)  -0.498
H (2.664, -0.937, 0.389)  0.212
H (1.157, 1.153, -1.969)  0.368
H (0.944, 1.770, -3.465)  0.354
H (2.576, -2.539, 1.118)  0.212
H (2.058, -2.268, -0.540)  0.213
H (0.626, -1.259, 1.975)  0.191
H (-0.004, -2.374, 0.843)  0.205
H (0.780, 2.720, -2.152)  0.354
H (-2.974, 0.963, -0.136)  0.222
H (-1.490, 1.405, -0.977)  0.244
H (-2.218, -0.147, -1.285)  0.216
H (-1.723, -0.829, 1.083)  0.195
H (-0.089, 0.775, 2.405)  0.107

b.
Computed, not measured: C5H13N2O in the gas phase, with ωB97M-V/def2-TZVPD.

As for the charge: 0. The spin multiplicity is 2. Its orbital gap (spin up / spin down) is 9.691 / 7.011 eV.

Each line ends with the natural charge from an NBO analysis.
Atoms and positions in Å:
N (0.340, 2.784, 1.657)  -0.845
C (0.495, 1.310, 1.696)  -0.229
C (-0.619, 0.659, 0.929)  -0.243
N (-0.449, -0.784, 0.632)  -0.663
C (0.296, -0.034, -1.713)  -0.661
C (0.307, -1.062, -0.569)  0.005
C (-0.139, -2.515, -1.189)  -0.117
O (-0.894, -2.465, -2.263)  -0.301
H (0.625, 3.161, 0.762)  0.352
H (-0.575, 3.149, 1.895)  0.356
H (0.411, 1.070, 2.756)  0.197
H (1.505, 1.108, 1.354)  0.195
H (-0.990, 1.063, -0.011)  0.189
H (-1.517, 0.815, 1.549)  0.194
H (-1.291, -1.315, 0.752)  0.376
H (0.730, -0.632, -2.522)  0.229
H (-0.737, 0.017, -2.080)  0.216
H (0.771, 0.929, -1.606)  0.220
H (1.357, -1.289, -0.336)  0.173
H (-0.488, -3.033, -0.274)  0.144
H (0.861, -2.934, -1.417)  0.214

So which one wins? Going from most stable to least: a, b.

a.
Computed, not measured: 2 unconnected molecules or ions with the total composition CH5NO2, with ωB97M-V/def2-TZVPD.

As for the charge: 0. Its structure (SMILES) is C=O.NO. The spin multiplicity is 1. Its orbital gap is 10.710 eV.

Each line ends with the natural charge from an NBO analysis.
Atoms and positions in Å:
C (-0.724, -1.942, -1.144)  0.300
O (-1.398, -1.564, -2.049)  -0.486
H (-0.582, -1.591, -0.204)  0.113
H (-0.144, -2.859, -1.235)  0.071
N (0.496, 1.996, 1.187)  -0.567
O (0.651, 0.850, 0.374)  -0.597
H (0.829, 1.717, 2.127)  0.347
H (-0.533, 2.327, 1.067)  0.356
H (1.405, 1.065, -0.123)  0.462

b.
Computed, not measured: a molecular structure, CH5NO2, with ωB97M-V/def2-TZVPD.

As for the charge: 0. The spin multiplicity is 1. Its orbital gap is 10.464 eV.

Each line ends with the natural charge from an NBO analysis.
Atoms and positions in Å:
C (-0.726, 0.421, 0.203)  0.340
N (-0.581, -0.167, -0.907)  -0.249
O (0.012, 0.601, -1.913)  -0.566
O (-1.279, -0.200, 1.238)  -0.659
H (0.048, 0.002, -2.672)  0.478
H (-1.516, -1.103, 0.979)  0.492
H (1.940, -0.394, 1.101)  -0.004
H (-0.431, 1.447, 0.414)  0.166
H (2.533, -0.607, 1.556)  0.002

c.
Computed, not measured: 2 unconnected molecules or ions with the total composition CH5NO2, with ωB97M-V/def2-TZVPD.

As for the charge: 0. The spin multiplicity is 1. Its orbital gap (spin up / spin down) is 9.903 / 9.326 eV.

Each line ends with the natural charge from an NBO analysis.
Atoms and positions in Å:
C (-1.668, -0.211, -0.006)  -0.290
N (2.035, 0.158, -0.019)  -0.311
O (-0.597, 0.674, -0.220)  -0.393
O (0.963, -0.403, -0.274)  -0.226
H (-1.653, -0.623, 1.024)  0.151
H (-1.316, -1.074, -0.471)  0.191
H (-2.452, 0.320, -0.356)  0.199
H (2.362, 0.275, 0.986)  0.336
H (2.326, 0.883, -0.665)  0.343

So which one wins? Going from most stable to least: b, a, c.